Record 1
{
  "formula": "C26H68BO10S",
  "method": "ωB97M-V with the def2-TZVPD basis set",
  "energy_ha": -2207.03035,
  "charge": -1,
  "e_homo_ev": -4.28,
  "lumo_ev": 2.1,
  "species": ["C", "C", "S", "C", "B", "O", "O", "C", "C", "O", "H", "H", "H", "H", "H", "H", "H", "H", "H", "H", "H", "H", "C", "C", "C", "O", "H", "H", "H", "H", "H", "H", "H", "H", "C", "C", "C", "O", "H", "H", "H", "H", "H", "H", "H", "H", "C", "C", "C", "O", "H", "H", "H", "H", "H", "H", "H", "H", "C", "C", "C", "O", "H", "H", "H", "H", "H", "H", "H", "H", "C", "C", "C", "O", "H", "H", "H", "H", "H", "H", "H", "H", "C", "C", "C", "O", "H", "H", "H", "H", "H", "H", "H", "H", "C", "C", "C", "O", "H", "H", "H", "H", "H", "H", "H", "H"],
  "coordinates": [[3.1498, -3.2891, 1.4365], [2.4201, -2.0077, 1.0630], [1.7972, -1.0106, 2.4404], [0.6620, -2.1747, 3.2508], [-0.7663, -2.3935, 2.4630], [-1.6712, -1.3019, 2.7418], [-0.4879, -2.5557, 0.9706], [-0.8854, -3.8336, 0.5737], [-0.9357, -4.6286, 1.8685], [-1.4162, -3.7154, 2.8172], [2.4815, -3.9794, 1.9528], [3.9958, -3.0815, 2.0995], [3.5210, -3.7931, 0.5400], [3.1099, -1.3332, 0.5344], [1.6011, -2.2305, 0.3822], [1.2012, -3.1075, 3.4388], [0.4866, -1.7062, 4.2251], [-2.5679, -1.6592, 2.7377], [-0.1992, -4.2819, -0.1625], [-1.8935, -3.8014, 0.1155], [0.0856, -4.9597, 2.1381], [-1.5750, -5.5201, 1.8316], [0.2986, 2.1416, -0.0203], [0.0377, 1.1901, -1.1719], [-1.0555, 0.1854, -0.8584], [1.2612, 0.5275, -1.5216], [0.6695, 1.5683, 0.8367], [1.0587, 2.8701, -0.2964], [-0.6039, 2.6748, 0.2838], [-0.2255, 1.7612, -2.0685], [-0.7969, -0.4340, 0.0044], [-1.2163, -0.4741, -1.7132], [-1.9942, 0.6979, -0.6319], [1.4642, -0.0572, -0.7754], [-6.9724, -1.2785, 1.2661], [-5.6805, -0.6156, 1.7154], [-5.0447, 0.2141, 0.6097], [-4.7548, -1.5622, 2.2277], [-6.7724, -1.9565, 0.4306], [-7.4048, -1.8585, 2.0823], [-7.7017, -0.5448, 0.9204], [-5.8883, 0.0322, 2.5716], [-4.7954, -0.4288, -0.2399], [-4.1241, 0.6734, 0.9684], [-5.7266, 0.9898, 0.2554], [-4.4787, -2.1471, 1.5115], [3.4966, 4.3203, 0.5340], [3.3971, 5.1966, -0.6995], [4.3913, 4.7807, -1.7712], [3.5461, 6.5819, -0.3720], [4.4924, 4.4323, 0.9768], [2.7545, 4.6094, 1.2782], [3.3559, 3.2658, 0.2999], [2.3861, 5.1330, -1.1094], [5.4133, 4.8684, -1.3880], [4.2961, 5.4140, -2.6534], [4.2322, 3.7418, -2.0648], [4.4183, 6.6919, 0.0230], [2.1266, -3.2706, -4.3432], [1.1393, -3.1418, -3.1924], [-0.2479, -2.7343, -3.6630], [1.6184, -2.2475, -2.2026], [2.2314, -2.3076, -4.8526], [3.1055, -3.5730, -3.9713], [1.7860, -4.0045, -5.0769], [1.0699, -4.1007, -2.6705], [-0.2050, -1.7529, -4.1450], [-0.9234, -2.6660, -2.8110], [-0.6494, -3.4530, -4.3808], [1.6494, -1.3567, -2.5787], [6.3681, 1.2988, 2.8198], [4.9381, 1.7941, 2.7025], [4.1335, 1.5761, 3.9698], [4.2765, 1.1509, 1.6107], [6.3766, 0.2313, 3.0567], [6.8875, 1.4401, 1.8702], [6.9263, 1.8219, 3.5986], [4.9480, 2.8484, 2.4175], [4.1194, 0.5027, 4.1733], [3.0979, 1.8823, 3.8246], [4.5437, 2.1010, 4.8346], [4.1534, 0.2213, 1.8516], [-11.3492, 0.4908, 0.4804], [-10.3230, 1.0748, -0.4766], [-10.9680, 1.8576, -1.6083], [-9.4561, 0.0619, -0.9785], [-12.0072, -0.2023, -0.0528], [-10.8535, -0.0524, 1.2841], [-11.9708, 1.2740, 0.9171], [-9.6519, 1.7351, 0.0784], [-11.6165, 1.2009, -2.1962], [-10.2062, 2.2722, -2.2675], [-11.5800, 2.6741, -1.2222], [-9.9827, -0.5695, -1.4814], [6.6329, 1.6675, -2.3086], [6.0260, 0.3046, -2.0114], [4.5313, 0.2675, -2.2958], [6.2883, -0.0873, -0.6678], [6.1586, 2.4270, -1.6803], [7.7035, 1.6640, -2.1010], [6.4770, 1.9509, -3.3513], [6.5300, -0.4537, -2.6174], [4.0048, 0.9847, -1.6595], [4.1313, -0.7246, -2.0822], [4.3183, 0.5166, -3.3376], [5.8466, 0.5644, -0.1039]]
}

***

Record 2
{
  "formula": "C26H69N3O14",
  "method": "ωB97M-V with the def2-TZVPD basis set",
  "energy_ha": -2249.38059,
  "e_homo_ev": -8.66,
  "lumo_ev": 0.4,
  "smiles": "COCCNCCOC.COCCNCCOC.COCCNCCOC.OCCO.OCCO.OCCO.OCCO",
  "relative_energy_kcal_mol": 41.5,
  "species": ["C", "O", "C", "C", "N", "C", "C", "O", "C", "H", "H", "H", "H", "H", "H", "H", "H", "H", "H", "H", "H", "H", "H", "H", "C", "O", "C", "C", "N", "C", "C", "O", "C", "H", "H", "H", "H", "H", "H", "H", "H", "H", "H", "H", "H", "H", "H", "H", "C", "O", "C", "C", "N", "C", "C", "O", "C", "H", "H", "H", "H", "H", "H", "H", "H", "H", "H", "H", "H", "H", "H", "H", "O", "C", "C", "O", "H", "H", "H", "H", "H", "H", "O", "C", "C", "O", "H", "H", "H", "H", "H", "H", "O", "C", "C", "O", "H", "H", "H", "H", "H", "H", "O", "C", "C", "O", "H", "H", "H", "H", "H", "H"],
  "coordinates": [[-0.0974, 2.5699, -0.6410], [0.0361, 3.9651, -0.4414], [-0.8614, 4.4915, 0.4935], [-0.9206, 6.0524, 0.3047], [-1.7325, 6.4254, -0.8352], [-1.9111, 7.8236, -1.0759], [-2.7659, 8.1294, -2.3188], [-2.0527, 7.8152, -3.5337], [-2.9102, 7.9385, -4.6763], [0.3226, 2.0354, 0.2110], [0.4157, 2.2584, -1.5509], [-1.0701, 2.1384, -0.8771], [-0.4888, 4.3230, 1.5039], [-1.8574, 4.0717, 0.3524], [0.0761, 6.4794, 0.1932], [-1.3119, 6.5160, 1.2102], [-1.2141, 6.0584, -1.6205], [-0.9664, 8.3230, -1.2909], [-2.2642, 8.2849, -0.1536], [-3.0715, 9.1677, -2.4485], [-3.6090, 7.4453, -2.2223], [-2.3776, 7.9945, -5.6257], [-3.5562, 8.8155, -4.6367], [-3.5449, 7.0524, -4.6651], [1.8053, -4.0712, -0.5216], [2.6941, -3.4576, -1.4312], [3.4631, -4.3315, -2.2225], [4.6301, -5.0641, -1.5526], [5.8344, -4.2575, -1.2486], [6.7134, -3.8071, -2.3681], [8.0060, -3.1180, -1.8375], [8.7927, -2.5972, -2.9173], [10.0721, -2.0436, -2.6286], [1.4007, -3.2329, 0.0455], [2.3672, -4.6995, 0.1696], [0.9450, -4.5588, -0.9801], [3.8450, -3.6714, -3.0013], [2.8139, -4.9946, -2.7943], [4.9731, -5.8802, -2.1886], [4.2455, -5.5003, -0.6307], [5.5892, -3.5491, -0.5717], [6.2134, -3.1761, -3.1029], [7.0195, -4.6982, -2.9161], [8.6164, -3.8524, -1.3120], [7.6673, -2.2760, -1.2337], [10.7423, -2.8731, -2.4031], [10.0492, -1.4152, -1.7383], [10.4527, -1.5237, -3.5078], [-4.3591, -2.5297, 1.4953], [-4.2772, -2.3463, 2.8778], [-3.0185, -1.8140, 3.2616], [-3.1267, -1.2911, 4.6727], [-1.9110, -0.7180, 5.1979], [-1.6879, 0.6906, 4.9476], [-0.7508, 1.2225, 6.0634], [-1.3309, 1.4392, 7.3618], [-0.3460, 1.8560, 8.3433], [-3.5775, -3.1681, 1.0834], [-4.1966, -1.5684, 1.0080], [-5.3220, -2.8453, 1.0936], [-2.6540, -1.0452, 2.5803], [-2.2654, -2.6019, 3.2508], [-3.4351, -2.0988, 5.3365], [-3.8774, -0.5111, 4.7994], [-1.8020, -0.8912, 6.1869], [-2.5819, 1.3129, 4.9864], [-1.2431, 0.8665, 3.9681], [-0.3322, 2.1329, 5.6344], [0.0832, 0.5598, 6.2945], [0.2323, 2.6792, 7.9238], [0.2662, 1.0186, 8.6782], [-0.8256, 2.2253, 9.2498], [-4.0426, 0.8016, -0.7783], [-5.3065, 0.2290, -1.0775], [-6.0061, 0.6873, -2.3706], [-6.4223, 2.0436, -2.1846], [-4.2483, 1.5838, -0.2612], [-5.1759, -0.8530, -1.0949], [-5.9403, 0.5004, -0.2332], [-6.8908, 0.0972, -2.6094], [-5.3432, 0.6162, -3.2329], [-5.7409, 2.5622, -2.6187], [2.4979, -4.0096, 4.7312], [1.8117, -2.7665, 4.5234], [0.6714, -2.7884, 3.4845], [0.2717, -1.4062, 3.2697], [3.1291, -4.0853, 4.0119], [1.3474, -2.6156, 5.4979], [2.5504, -1.9734, 4.4081], [-0.1741, -3.3631, 3.8625], [1.0232, -3.1862, 2.5326], [-0.4330, -1.1639, 3.8749], [0.6524, -0.9072, -6.8783], [0.0374, -1.1260, -5.6369], [-0.2916, -2.6302, -5.6493], [-0.9388, -3.1027, -4.4671], [1.1438, -0.0879, -6.7832], [0.6731, -0.9106, -4.7781], [-0.8661, -0.5513, -5.4330], [0.5466, -3.3143, -5.7813], [-0.8984, -2.7976, -6.5391], [-0.4761, -2.8062, -3.6799], [0.3624, -0.8309, 0.3425], [-0.9425, -1.1684, -0.1026], [-1.0061, -1.1773, -1.6612], [-0.0464, -2.1125, -2.1559], [0.5041, -1.0894, 1.2561], [-1.1153, -2.1498, 0.3391], [-1.6658, -0.4619, 0.3046], [-0.8490, -0.1507, -1.9922], [-1.9891, -1.5613, -1.9338], [0.7078, -2.0744, -1.5632]]
}